This record from the OMol25 dataset describes 6 unconnected molecules or ions with the total composition C24H59BINO15. The level of theory is ωB97M-V/def2-TZVPD.

Last columns: bonded neighbours and bond lengths (Å).
Element x y z (Å)
1 C -0.644 -0.069 1.966  C2 1.521, H13 1.090, H14 1.088, H15 1.088
2 C -0.701 0.845 0.751  C1 1.521, I3 2.157, C4 1.558, H16 1.088
3 I -0.390 -0.349 -1.018  C2 2.157
4 C -2.027 1.636 0.543  C2 1.558, N5 1.461, H17 1.084, H18 1.091
5 N -2.916 1.626 1.702  C4 1.461, O6 1.411, C10 1.406
6 O -4.251 1.371 1.323  N5 1.411, B7 1.398
7 B -4.532 0.008 1.461  O6 1.398, O8 1.354, O9 1.401
8 O -5.521 -0.395 2.293  B7 1.354, H19 0.963
9 O -3.874 -0.928 0.652  B7 1.401, H20 0.964
10 C -2.880 2.681 2.630  N5 1.406, O11 1.196, O12 1.354
11 O -3.747 2.901 3.424  C10 1.196
12 O -1.746 3.418 2.582  C10 1.354, H21 0.964
13 H 0.397 -0.249 2.235  C1 1.090
14 H -1.069 -1.053 1.779  C1 1.088
15 H -1.133 0.370 2.832  C1 1.088
16 H 0.141 1.533 0.738  C2 1.088
17 H -2.588 1.223 -0.286  C4 1.084
18 H -1.773 2.655 0.243  C4 1.091
19 H -5.429 -1.338 2.469  O8 0.963
20 H -3.005 -1.163 0.999  O9 0.964
21 H -0.985 2.914 2.272  O12 0.964
22 C -8.799 0.800 -2.727  O23 1.416, H28 1.089, H29 1.092, H30 1.096
23 O -8.613 1.072 -1.351  C22 1.416, C24 1.417
24 C -7.251 1.149 -0.967  O23 1.417, C25 1.512, H31 1.096, H32 1.096
25 C -6.764 2.577 -0.858  C24 1.512, O26 1.419, H33 1.093, H34 1.094
26 O -6.774 3.242 -2.112  C25 1.419, C27 1.415
27 C -7.901 4.075 -2.306  O26 1.415, H35 1.096, H36 1.092, H37 1.089
28 H -9.838 1.019 -2.965  C22 1.089
29 H -8.152 1.419 -3.352  C22 1.092
30 H -8.604 -0.256 -2.945  C22 1.096
31 H -6.623 0.589 -1.669  C24 1.096
32 H -7.165 0.678 0.018  C24 1.096
33 H -5.732 2.569 -0.500  C25 1.093
34 H -7.369 3.124 -0.128  C25 1.094
35 H -7.797 5.007 -1.740  C27 1.096
36 H -8.827 3.577 -2.009  C27 1.092
37 H -7.952 4.314 -3.367  C27 1.089
38 C -5.317 -3.334 -5.371  O39 1.415, H44 1.089, H45 1.092, H46 1.096
39 O -5.391 -2.166 -4.577  C38 1.415, C40 1.418
40 C -5.011 -2.369 -3.226  O39 1.418, C41 1.511, H47 1.095, H48 1.094
41 C -3.592 -1.927 -2.953  C40 1.511, O42 1.420, H49 1.093, H50 1.095
42 O -2.638 -2.704 -3.662  C41 1.420, C43 1.415
43 C -2.166 -2.082 -4.842  O42 1.415, H51 1.096, H52 1.092, H53 1.089
44 H -5.367 -3.024 -6.414  C38 1.089
45 H -4.383 -3.877 -5.207  C38 1.092
46 H -6.161 -4.001 -5.162  C38 1.096
47 H -5.136 -3.421 -2.947  C40 1.095
48 H -5.686 -1.772 -2.605  C40 1.094
49 H -3.387 -2.055 -1.887  C41 1.093
50 H -3.472 -0.866 -3.191  C41 1.095
51 H -1.444 -1.292 -4.603  C43 1.096
52 H -2.982 -1.653 -5.427  C43 1.092
53 H -1.666 -2.845 -5.437  C43 1.089
54 C 5.617 -1.854 0.720  O55 1.415, H60 1.089, H61 1.093, H62 1.096
55 O 5.909 -1.192 -0.496  C54 1.415, C56 1.418
56 C 4.848 -1.230 -1.436  O55 1.418, C57 1.512, H63 1.095, H64 1.094
57 C 4.046 0.051 -1.440  C56 1.512, O58 1.417, H65 1.094, H66 1.095
58 O 3.377 0.264 -0.209  C57 1.417, C59 1.417
59 C 4.057 1.163 0.650  O58 1.417, H67 1.095, H68 1.091, H69 1.090
60 H 6.366 -1.547 1.448  C54 1.089
61 H 4.626 -1.586 1.096  C54 1.093
62 H 5.673 -2.941 0.596  C54 1.096
63 H 4.191 -2.083 -1.237  C56 1.095
64 H 5.293 -1.370 -2.425  C56 1.094
65 H 3.280 -0.015 -2.220  C57 1.094
66 H 4.694 0.901 -1.675  C57 1.095
67 H 3.916 2.197 0.319  C59 1.095
68 H 5.126 0.947 0.689  C59 1.091
69 H 3.636 1.052 1.649  C59 1.090
70 C 1.861 -5.856 3.993  O71 1.416, H76 1.088, H77 1.092, H78 1.095
71 O 2.807 -5.087 3.273  C70 1.416, C72 1.417
72 C 2.263 -4.419 2.148  O71 1.417, C73 1.511, H79 1.095, H80 1.095
73 C 1.967 -2.965 2.433  C72 1.511, O74 1.420, H81 1.094, H82 1.095
74 O 0.949 -2.803 3.410  C73 1.420, C75 1.416
75 C 1.443 -2.528 4.708  O74 1.416, H83 1.096, H84 1.092, H85 1.089
76 H 2.306 -6.101 4.956  C70 1.088
77 H 0.934 -5.304 4.160  C70 1.092
78 H 1.635 -6.788 3.464  C70 1.095
79 H 1.356 -4.925 1.801  C72 1.095
80 H 3.007 -4.472 1.347  C72 1.095
81 H 1.608 -2.495 1.513  C73 1.094
82 H 2.881 -2.446 2.743  C73 1.095
83 H 1.773 -1.486 4.787  C75 1.096
84 H 2.274 -3.187 4.971  C75 1.092
85 H 0.627 -2.691 5.410  C75 1.089
86 C 9.565 5.024 1.238  O87 1.416, H92 1.088, H93 1.092, H94 1.095
87 O 9.642 3.620 1.402  C86 1.416, C88 1.416
88 C 8.575 3.073 2.155  O87 1.416, C89 1.512, H95 1.095, H96 1.094
89 C 7.506 2.465 1.274  C88 1.512, O90 1.418, H97 1.095, H98 1.095
90 O 6.851 3.432 0.471  C89 1.418, C91 1.416
91 C 7.328 3.480 -0.862  O90 1.416, H99 1.096, H100 1.092, H101 1.089
92 H 10.260 5.298 0.447  C86 1.088
93 H 8.560 5.343 0.955  C86 1.092
94 H 9.860 5.538 2.159  C86 1.095
95 H 8.135 3.834 2.807  C88 1.095
96 H 8.994 2.285 2.789  C88 1.094
97 H 6.745 2.010 1.916  C89 1.095
98 H 7.935 1.675 0.649  C89 1.095
99 H 6.940 2.636 -1.443  C91 1.096
100 H 8.419 3.469 -0.900  C91 1.092
101 H 6.967 4.407 -1.304  C91 1.089

Computed properties:
lowest unoccupied orbital energy = 0.02 eV
DFT total energy = -2455.59608 hartree
HOMO level = -0.3315 hartree
SMILES = C[C@@H](I)CN(OB(O)O)C(=O)O.COCCOC.COCCOC.COCCOC.COCCOC.COCCOC
F_max = 0.78 eV/Å
molecular weight = 739.44 g mol⁻¹

Results of the Löwdin charge analysis, in e, for atoms 1 through 99: number 1, C, carries -0.163; number 2, C, carries -0.713; number 3, I, carries 0.928; number 4, C, carries -0.211; number 5, N, carries -0.033; number 6, O, carries 0.111; number 7, B, carries -0.787; number 8, O, carries 0.230; number 9, O, carries 0.147; number 10, C, carries -0.524; number 11, O, carries 0.161; number 12, O, carries 0.130; number 13, H, carries 0.071; number 14, H, carries 0.052; number 15, H, carries 0.083; number 16, H, carries 0.063; number 17, H, carries 0.084; number 18, H, carries 0.131; number 19, H, carries 0.119; number 20, H, carries 0.074; number 21, H, carries 0.097; number 22, C, carries -0.107; number 23, O, carries -0.183; number 24, C, carries -0.196; number 25, C, carries -0.193; number 26, O, carries -0.187; number 27, C, carries -0.113; number 28, H, carries 0.089; number 29, H, carries 0.085; number 30, H, carries 0.086; number 31, H, carries 0.121; number 32, H, carries 0.124; number 33, H, carries 0.115; number 34, H, carries 0.133; number 35, H, carries 0.088; number 36, H, carries 0.084; number 37, H, carries 0.088; number 38, C, carries -0.112; number 39, O, carries -0.190; number 40, C, carries -0.200; number 41, C, carries -0.222; number 42, O, carries -0.201; number 43, C, carries -0.112; number 44, H, carries 0.089; number 45, H, carries 0.083; number 46, H, carries 0.088; number 47, H, carries 0.129; number 48, H, carries 0.116; number 49, H, carries 0.100; number 50, H, carries 0.125; number 51, H, carries 0.080; number 52, H, carries 0.085; number 53, H, carries 0.089; number 54, C, carries -0.105; number 55, O, carries -0.189; number 56, C, carries -0.198; number 57, C, carries -0.203; number 58, O, carries -0.225; number 59, C, carries -0.102; number 60, H, carries 0.091; number 61, H, carries 0.069; number 62, H, carries 0.090; number 63, H, carries 0.126; number 64, H, carries 0.127; number 65, H, carries 0.119; number 66, H, carries 0.122; number 67, H, carries 0.094; number 68, H, carries 0.064; number 69, H, carries 0.090; number 70, C, carries -0.109; number 71, O, carries -0.188; number 72, C, carries -0.201; number 73, C, carries -0.208; number 74, O, carries -0.205; number 75, C, carries -0.105; number 76, H, carries 0.090; number 77, H, carries 0.083; number 78, H, carries 0.089; number 79, H, carries 0.129; number 80, H, carries 0.123; number 81, H, carries 0.115; number 82, H, carries 0.120; number 83, H, carries 0.087; number 84, H, carries 0.085; number 85, H, carries 0.090; number 86, C, carries -0.110; number 87, O, carries -0.188; number 88, C, carries -0.205; number 89, C, carries -0.214; number 90, O, carries -0.197; number 91, C, carries -0.104; number 92, H, carries 0.089; number 93, H, carries 0.083; number 94, H, carries 0.089; number 95, H, carries 0.127; number 96, H, carries 0.127; number 97, H, carries 0.116; number 98, H, carries 0.131; number 99, H, carries 0.082